# 1
Entry from the OMol25 dataset: the molecule C4H6 in a non-equilibrium geometry (the ωB97M-V functional and the def2-TZVPD basis).

Structure (XYZ):
```
10
Properties=species:S:1:pos:R:3:mulliken_charge:R:1
C -0.97692 -1.10964 -1.39922 -1.1652
C -0.30061 -0.28381 -0.40621 0.4538
C 0.28790 0.37818 0.41577 0.2936
C 1.16194 1.14467 1.25773 -1.2410
H -1.56896 -0.45815 -2.07141 0.2748
H -0.20133 -1.65239 -1.96144 0.2652
H -1.64106 -1.80838 -0.87728 0.2787
H 0.74522 2.10191 1.57846 0.2996
H 1.35900 0.53548 2.15873 0.2688
H 2.08697 1.38115 0.72923 0.2717
```

Computed properties:
energy above the lowest of the compared OMol25 structures with the same formula, charge and spin	0.440	eV
LUMO energy	1.1	eV
net charge	0
max |F|	2.0	eV/Å
HOMO	-9.30	eV
electronic energy	-155.94653	a.u.
frontier orbital gap	10.38	eV

=====

# 2
Entry from the OMol25 dataset: the molecule C4H6 in a non-equilibrium geometry (the ωB97M-V functional and the def2-TZVPD basis).

Structure (XYZ):
```
10
Properties=species:S:1:pos:R:3:mulliken_charge:R:1
C -1.13254 0.07126 0.25153 -0.4021
C 0.01147 -0.77827 -0.29717 -0.3496
C 1.21193 0.05864 0.25463 -0.3964
C 0.03228 0.75022 -0.28568 -0.2166
H -1.27161 0.05243 1.41359 0.1202
H -2.08273 0.09915 -0.17536 0.3158
H -0.11604 -1.38591 -1.17426 0.2173
H 2.17285 0.03221 -0.10655 0.3410
H 1.22826 -0.14201 1.34881 0.1414
H -0.05387 1.24227 -1.22955 0.2289
```

Computed properties:
energy above the lowest of the compared OMol25 structures with the same formula, charge and spin	1.737	eV
LUMO energy	1.4	eV
net charge	0
max |F|	5.1	eV/Å
HOMO	-8.68	eV
electronic energy	-155.89886	a.u.
frontier orbital gap	10.06	eV

=====

# 3
Entry from the OMol25 dataset: the molecule C4H6 in a non-equilibrium geometry (the ωB97M-V functional and the def2-TZVPD basis).

Structure (XYZ):
```
10
Properties=species:S:1:pos:R:3:mulliken_charge:R:1
C 2.20499 -0.46883 -0.21533 -0.1845
C 1.11613 -0.39253 0.29609 -0.4109
C -0.33399 -0.45529 0.38005 -0.1788
C -1.06313 0.84248 -0.05436 -0.9311
H 2.89786 -0.87432 -0.91243 0.3224
H -0.79154 -0.87583 1.27893 0.3180
H -0.26023 -1.33285 -0.30131 0.1793
H -2.05095 0.63541 -0.47387 0.2728
H -0.49602 1.40845 -0.80188 0.3273
H -1.22312 1.51331 0.80411 0.2854
```

Computed properties:
energy above the lowest of the compared OMol25 structures with the same formula, charge and spin	1.475	eV
LUMO energy	1.1	eV
net charge	0
max |F|	1.9	eV/Å
HOMO	-9.59	eV
electronic energy	-155.90849	a.u.
frontier orbital gap	10.65	eV

=====

# 4
Entry from the OMol25 dataset: a structure of composition C4H6AgO in a non-equilibrium geometry (the ωB97M-V functional and the def2-TZVPD basis).

Structure (XYZ):
```
12
Properties=species:S:1:pos:R:3:mulliken_charge:R:1
O 0.87704 -1.32293 0.50084 -0.4238
Ag -0.67730 -0.28489 1.09262 0.8213
C 1.75299 -1.39192 -0.36305 0.4583
C 1.75973 -0.65439 -1.64345 -0.8943
H 2.62676 -2.03327 -0.15371 0.3888
H 0.70294 -0.37891 -1.86022 0.3036
H 1.99734 -1.37898 -2.44038 0.3627
H 2.62961 0.02145 -1.65077 0.3388
C -1.23116 1.62843 0.09715 0.0245
C -2.02665 2.49507 -0.39745 -0.0125
H -2.80725 2.93620 0.24289 0.3230
H -2.16407 2.57226 -1.48646 0.3096
```

Computed properties:
energy above the lowest of the compared OMol25 structures with the same formula, charge and spin	1.708	eV
LUMO energy (alpha / beta)	-10.2 / -13.9	eV
net charge	+2
2S+1	2
max |F|	2.3	eV/Å
HOMO (alpha / beta)	-20.29 / -20.19	eV
electronic energy	-377.29181	a.u.
frontier orbital gap (alpha / beta)	10.05 / 6.28	eV

=====

# 5
Entry from the OMol25 dataset: the ion C4H6BCl2N2O2 with charge +1 in a non-equilibrium geometry (the ωB97M-V functional and the def2-TZVPD basis).

Structure (XYZ):
```
17
Properties=species:S:1:pos:R:3:mulliken_charge:R:1
C -0.50723 1.90730 1.32639 -0.7703
C -1.51734 1.13228 1.81770 0.3653
Cl -2.90536 1.97908 2.26323 -0.1211
N -1.33653 -0.14829 2.08781 -0.3208
C -0.57689 -0.97725 1.55398 0.1146
N 0.20436 -0.94311 0.35593 -0.1332
C -0.03562 -0.29642 -0.77742 0.4465
Cl -1.25601 0.78353 -0.94066 0.0465
B 0.98533 -0.65074 -1.97540 0.5368
O 1.80859 -1.66367 -1.52895 -0.5042
O 0.83580 0.00214 -3.11082 -0.5191
H -0.48578 3.00473 1.20728 0.2831
H 0.54004 1.60288 1.15178 0.3231
H -0.34034 -2.02711 2.00215 0.3029
H 0.89326 -1.65402 0.50430 0.2830
H 2.23247 -2.24927 -2.09411 0.3087
H 1.46124 0.19794 -3.84319 0.3582
```

Computed properties:
energy above the lowest of the compared OMol25 structures with the same formula, charge and spin	0.976	eV
LUMO energy (alpha / beta)	-5.6 / -5.6	eV
net charge	+1
max |F|	4.2	eV/Å
HOMO (alpha / beta)	-12.69 / -12.69	eV
electronic energy	-1361.00706	a.u.
frontier orbital gap (alpha / beta)	7.07 / 7.07	eV

=====

# 6
Entry from the OMol25 dataset: a structure of composition C4H6BO4 in a non-equilibrium geometry (the ωB97M-V functional and the def2-TZVPD basis).

Structure (XYZ):
```
15
Properties=species:S:1:pos:R:3:mulliken_charge:R:1
B -1.54830 -0.74588 -0.00336 0.7953
C -1.85434 1.35059 0.13191 0.7024
C 1.26809 0.70026 0.44457 -0.7666
C 0.60695 1.08100 -0.82005 -0.4980
C -0.67671 0.52809 -0.16929 -0.0607
O -1.93453 2.55009 0.04693 -0.7087
O -2.72111 0.38433 0.14893 -0.6033
O -1.72924 -1.64660 -1.09547 -0.6842
O -1.47142 -1.42550 1.25352 -0.7378
H 1.67917 -0.35105 0.47339 0.1791
H 1.14850 1.23404 1.34977 0.4143
H 0.47642 2.11165 -1.03382 0.2692
H 0.77713 0.49864 -1.70386 0.1835
H -2.51115 -2.26632 -0.95821 0.2461
H -1.20957 -0.77215 1.89830 0.2693
```

Computed properties:
energy above the lowest of the compared OMol25 structures with the same formula, charge and spin	1.083	eV
LUMO energy	3.8	eV
net charge	-1
max |F|	5.1	eV/Å
HOMO	-3.96	eV
electronic energy	-481.91948	a.u.
frontier orbital gap	7.71	eV